1.
13
Properties=species:S:1:pos:R:3:forces:R:3 method="wB97M-V/def2-TZVPD" orbital_gap_ev=9.694 charge=+1 lumo_ev=-3.9 relative_energy_ev=1.448
N 0.8464 1.6987 -0.4388 0.028 -0.855 0.032
C 0.8744 0.2795 -0.0376 -1.780 1.723 1.447
C -0.6464 -0.0665 0.3280 2.502 1.164 -0.537
N -1.0133 -1.4991 -0.0509 -0.637 1.093 1.724
H 1.1400 2.2354 0.3600 0.221 0.522 -0.246
H 1.4450 1.8769 -1.2329 0.047 0.177 0.127
H 1.3144 0.2643 0.9775 0.735 -0.760 -0.948
H 1.3457 -0.3323 -0.7838 0.167 -0.529 -0.140
H -1.3026 0.6550 -0.1386 -0.185 -0.358 -0.799
H -0.6350 0.2935 1.3626 -0.901 -1.553 0.285
H -1.9509 -1.3662 -0.4276 0.084 -0.869 -0.543
H -0.3312 -1.9214 -0.6781 -0.235 0.209 -0.416
H -1.0863 -2.1178 0.7601 -0.044 0.035 0.013


2.
68
Properties=species:S:1:pos:R:3:forces:R:3 method="wB97M-V/def2-TZVPD" multiplicity=5 orbital_gap_ev="3.804 / 5.650" charge=-1 s2=6.0720 lumo_ev="1.8 / 0.8"
Pt 1.1975 -0.5463 -0.8581 0.540 0.083 -1.279
O 5.4037 -0.3324 3.4464 -0.343 -0.058 -0.463
C 4.2306 -0.4263 4.0333 0.926 0.096 2.134
O 4.1343 -0.4406 5.2680 0.135 -0.013 -1.848
C 3.0272 -0.5053 3.1927 -1.085 -0.067 -1.567
C 1.7263 -0.6196 3.6793 0.468 0.162 -0.743
Cl 1.3302 -0.6937 5.3199 -0.202 0.005 0.158
N 0.8389 -0.6483 2.6394 2.365 -0.003 -1.794
N 1.5686 -0.5609 1.4181 0.275 0.009 2.392
C 2.8621 -0.4710 1.7535 -1.617 -0.133 1.920
C 3.8663 -0.3850 0.6856 1.387 0.204 -3.255
O 5.0981 -0.3044 0.9610 -1.467 -0.145 0.143
O 3.4353 -0.3979 -0.5426 0.348 -0.062 2.462
C -0.5623 -0.5944 2.5740 -1.672 -0.098 0.741
C -1.3448 -0.7294 3.7356 0.412 -0.178 0.198
C -2.7228 -0.5635 3.6699 -0.099 -0.061 0.034
C -3.3425 -0.2505 2.4656 0.175 -0.030 -0.148
C -2.5705 -0.1574 1.3071 -0.462 0.044 0.419
C -1.2081 -0.3619 1.3614 0.881 0.084 -0.468
H 5.3430 -0.3234 2.3965 -0.139 0.021 0.508
H -0.8735 -0.9756 4.6926 -0.489 0.184 -0.648
H -3.3135 -0.6828 4.5818 0.204 0.067 -0.292
H -4.4158 -0.0918 2.4127 0.133 -0.009 0.040
H -3.0388 0.1150 0.3700 0.118 -0.123 0.042
H -0.6029 -0.3238 0.4415 -0.794 0.148 0.573
C 1.0592 2.3676 1.3992 0.118 -0.024 0.477
C 1.1414 2.7897 -0.0177 0.089 3.649 0.474
C 1.2434 4.1961 -0.2555 -0.228 -2.496 2.291
C 1.2935 4.6874 -1.5141 0.057 0.885 -1.926
C 1.2507 3.7865 -2.5999 0.104 -0.387 0.556
C 1.3137 4.2266 -3.9363 -0.079 0.195 0.038
C 1.3181 3.3305 -4.9865 -0.084 -1.646 -0.159
C 1.2518 1.9503 -4.7109 0.173 1.426 -1.739
C 1.1931 1.4862 -3.4044 0.112 -0.014 1.590
S 1.2042 -0.2124 -3.2032 0.088 0.052 0.276
C 1.1857 2.3723 -2.2959 -0.111 0.520 -0.741
N 1.1113 1.9080 -1.0128 0.042 -1.932 -0.796
H 0.8877 3.2474 2.0443 0.038 -0.450 -0.282
H 2.0070 1.9039 1.7062 -0.272 0.025 0.125
H 0.2392 1.6564 1.5317 0.145 0.110 0.137
H 1.2837 4.8419 0.6199 -0.046 -0.084 -0.199
H 1.3641 5.7584 -1.7113 -0.010 -0.260 0.022
H 1.3475 5.2987 -4.1385 0.034 -0.236 0.149
H 1.3735 3.6726 -6.0136 -0.030 -0.032 0.056
H 1.2522 1.2150 -5.5176 -0.001 0.289 0.162
C 2.1719 -3.6379 0.9478 -0.039 0.597 0.377
O 2.0769 -3.5086 -0.4615 -0.306 0.026 -0.579
C 1.2931 -2.6354 -1.0872 0.117 0.383 0.199
C 1.1191 -3.1386 -2.4835 -0.084 -0.199 -0.244
H 3.1025 -4.1805 1.1218 -0.129 0.159 0.134
H 1.3231 -4.2196 1.3278 0.133 0.099 -0.161
H 2.1777 -2.6459 1.4168 0.087 -0.686 -0.048
H 1.1242 -4.2335 -2.4636 0.129 0.122 -0.087
H 1.9531 -2.7756 -3.1149 -0.299 -0.230 0.195
H 0.1646 -2.7995 -2.9101 0.427 -0.023 0.134
C -5.4910 -2.8437 -0.3712 -0.399 -0.312 0.328
C -4.8593 -1.6341 -0.9839 0.282 0.243 -0.220
C -5.4979 -0.3899 -1.0608 -0.641 -0.537 0.434
C -4.8052 0.6234 -1.6680 1.310 0.450 -0.655
N -3.5504 0.4888 -2.1369 -0.670 -0.404 0.383
C -3.0026 -0.7386 -1.9880 -0.472 0.573 0.068
S -1.4077 -1.0469 -2.5024 0.823 -0.102 -0.117
N -3.6319 -1.8014 -1.4558 -0.534 -0.122 0.287
H -6.5893 -2.7545 -0.3584 0.353 -0.087 -0.008
H -5.1534 -2.9713 0.6763 -0.076 0.080 -0.488
H -5.1925 -3.7413 -0.9346 -0.116 0.345 0.238
H -6.5067 -0.2473 -0.6735 0.243 -0.023 -0.117
H -5.2057 1.6200 -1.8250 -0.273 -0.071 0.174


3.
85
Properties=species:S:1:pos:R:3:forces:R:3 method="wB97M-V/def2-TZVPD" multiplicity=2 orbital_gap_ev="3.875 / 3.679" charge=-1 s2=0.7669 lumo_ev="1.8 / 1.8"
Ti -0.7994 0.4278 0.4121 1.145 -0.103 -2.086
N -2.6045 -2.8687 3.0897 1.361 -0.744 0.861
N -0.8029 2.7050 1.5008 -3.137 -4.718 -2.228
C -0.0278 0.1042 -2.0720 -1.509 -0.460 0.716
C -1.3791 -0.3237 -1.6922 1.056 0.174 0.527
C -1.2655 -1.7240 -1.2788 -2.976 -1.764 -0.072
C -2.3513 -2.6191 -0.9147 1.699 1.486 -5.383
H -3.3480 -2.1761 -1.0287 0.327 -0.502 0.010
H -2.3421 -2.6149 0.5497 -0.249 -0.663 0.515
H -2.2752 -3.6708 -1.1707 0.178 -0.077 0.408
C 0.1048 -2.0741 -1.2731 1.182 0.804 -0.783
C 0.5531 -3.4361 -0.8665 0.096 -0.234 -0.094
H 0.0779 -4.2063 -1.4963 0.108 0.129 0.136
H 0.2836 -3.6758 0.1776 0.027 0.083 -0.248
H 1.6370 -3.5488 -0.9692 -0.048 -0.128 -0.029
C 0.8532 -0.9928 -1.8062 -1.501 -1.280 0.727
C 2.2920 -1.0159 -2.1554 0.517 0.044 -0.056
H 2.9293 -0.7193 -1.3085 0.033 0.037 -0.185
H 2.4908 -0.3136 -2.9728 0.084 -0.108 0.128
H 2.6071 -2.0144 -2.4878 -0.019 0.181 0.103
C -2.6535 0.3089 -2.1628 -0.202 0.104 -0.103
H -3.0057 -0.0549 -3.1478 0.196 -0.015 0.293
H -2.5377 1.3974 -2.2475 -0.072 -0.123 0.047
H -3.4594 0.1116 -1.4443 -0.001 0.093 -0.157
C 0.2631 1.1550 -3.0988 0.325 0.553 0.137
H 1.1816 1.6858 -2.8164 -0.175 0.176 -0.258
H -0.5454 1.8953 -3.1709 0.241 -0.091 0.130
H 0.4184 0.7677 -4.1306 -0.119 -0.116 0.527
C -2.3915 -2.9607 4.3740 0.279 0.212 0.423
H -2.4665 -3.9781 4.7145 -0.202 -0.318 0.796
C -2.1093 -1.8834 5.2108 0.365 -0.020 0.247
H -1.9539 -2.0522 6.2741 -0.089 0.187 -0.159
C -2.0508 -0.5918 4.6290 -0.013 0.363 -0.217
H -1.9145 0.2760 5.2802 -0.090 -0.163 -0.135
C -2.1591 -0.4203 3.2633 -0.085 -0.754 0.224
H -2.2120 0.5931 2.7420 0.243 -1.448 0.808
C -2.2990 -1.6822 2.5045 -2.339 1.313 0.151
C -2.5350 -1.7753 1.1756 -0.245 6.998 0.840
H -2.9909 -0.7005 0.7307 1.293 -2.672 0.428
C -0.2727 2.7525 0.2325 0.580 1.029 2.269
C -2.0844 3.3075 1.3286 0.752 2.321 0.560
H -3.0744 3.0212 1.7503 1.325 0.527 0.583
C -1.8741 4.3131 0.4239 -0.572 0.617 -0.174
H -2.3886 5.2877 0.3281 0.301 -1.115 -0.079
N -0.6763 3.9954 -0.2673 -1.473 -1.457 1.426
C -0.0676 4.5451 -1.3898 -1.420 -2.293 1.013
C -0.9453 4.9752 -2.3939 1.901 0.300 0.479
C -0.2678 5.5088 -3.4695 0.074 -0.098 -0.038
H -0.8640 6.0139 -4.2266 0.396 -0.145 -0.328
C 1.1277 5.4119 -3.5293 0.361 0.312 -0.121
C 1.8185 6.0789 -4.6723 0.173 0.200 -0.305
H 2.7848 5.5892 -4.8540 -0.235 0.267 -0.193
H 1.9941 7.1441 -4.4426 0.029 -0.307 -0.212
H 1.1751 6.0127 -5.5614 0.423 0.115 0.060
C 1.9086 4.7633 -2.5563 -0.289 0.217 -0.555
H 2.9965 4.7154 -2.6185 -0.215 -0.023 -0.394
C 1.2953 4.2142 -1.4521 -0.880 1.117 -0.485
C 2.0199 3.4274 -0.4097 2.137 0.317 0.149
H 1.6859 3.5732 0.6186 -0.068 -0.002 -0.337
H 3.0666 3.7803 -0.4235 0.040 0.072 -0.130
H 2.0988 2.3438 -0.5910 -0.457 0.473 -0.048
C -2.4200 4.8221 -2.2998 -0.855 0.640 -0.620
H -2.8599 5.3119 -1.4316 0.072 -0.086 -0.396
H -2.7816 3.7840 -2.2883 0.420 0.143 0.096
H -2.8571 5.3012 -3.1817 -0.040 -0.103 -0.043
N 2.1781 -9.0794 1.8568 0.031 2.396 0.448
C 2.1950 -7.9265 2.0578 0.015 -2.013 -0.226
C 2.2331 -6.4960 2.2708 0.023 0.229 0.137
C 3.0564 -5.7147 1.4470 -0.075 0.364 -0.045
C 3.0000 -4.3212 1.5156 0.033 -0.426 0.298
C 2.1662 -3.7041 2.4577 -0.169 -0.072 -0.323
C 1.4567 -4.4828 3.3983 0.049 -0.200 -0.311
C 1.4599 -5.8811 3.2738 0.244 0.367 -0.031
N 1.9298 -2.2996 2.3376 0.243 0.673 0.408
C 1.4058 -1.4569 3.3107 -0.013 0.597 0.234
C 0.9901 -0.3185 2.6746 -0.703 -1.330 -0.012
N 1.0132 -0.5304 1.2859 3.255 -0.317 1.176
C 1.8282 -1.6041 1.1591 -2.048 0.216 -0.337
H 3.7309 -6.1951 0.7335 -0.363 0.147 0.192
H 3.6063 -3.7183 0.8362 -0.239 -0.203 0.233
H 0.8504 -4.0159 4.1834 0.145 -0.118 -0.525
H 0.8539 -6.4938 3.9540 0.294 0.345 -0.381
H 1.3820 -1.7243 4.3571 0.030 0.046 -0.177
H 0.6085 0.6014 3.0929 -0.244 -0.211 -0.038
H 2.3055 -1.9662 0.2576 -0.671 0.038 0.117